{
  "formula": "HN2O2S",
  "method": "ωB97M-V with the def2-TZVPD basis set",
  "total_charge": 1,
  "e_tot_ha": -658.2879,
  "lumo_ev": [-9.5, -9.6],
  "homo_energy_ev": [-16.10, -16.07],
  "largest_force_ev_per_a": 7.679,
  "gap_ev": [6.56, 6.45],
  "species": ["N", "N", "O", "O", "S", "H"],
  "xyz": [[2.01, -0.46, 0.27], [2.83, -1.10, -0.10], [-2.40, 0.40, -0.36], [1.12, 0.00, 0.78], [-1.40, 1.27, 0.46], [-2.16, -0.10, -1.05]],
  "lowdin_charge": [-0.312, 0.296, -0.288, 0.022, 1.248, 0.034]
}